Record 1
Computed, not measured: a molecular structure, C3H2N3O at a distorted geometry, with wB97M-V/def2-TZVPD.

Net charge: +1
<S²>: 2.0516
HOMO (spin up / spin down): -0.4951 / -0.6414 hartree
Orbital gap (spin up / spin down): 0.248 / 0.318 Eh
Spin multiplicity: 3
Energy relative to the best compared isomer or geometry (same formula, charge and spin): 0.599 eV

Each line ends with the natural charge from an NBO analysis.
Cartesian coordinates (Å):
C -1.1535 0.0979 -0.7962  0.132
C -0.1441 1.0918 -0.8536  0.346
C 0.3000 -0.5969 0.7366  0.613
N 1.8734 -1.5542 2.2371  0.273
N -0.7775 -0.7921 0.1208  -0.339
N 1.1888 -1.1010 1.4936  -0.115
O 0.8218 0.9264 -0.1091  -0.371
H -1.9731 0.0221 -1.3633  0.242
H -0.1359 1.9061 -1.4658  0.219

***

Record 2
Computed, not measured: a molecular structure, C44H34NO2S3Sn, with wB97M-V/def2-TZVPD.

Net charge: +3
HOMO (spin up / spin down): -0.5697 / -0.5688 hartree
Orbital gap (spin up / spin down): 0.206 / 0.149 Eh

Each line ends with the Löwdin charge.
Cartesian coordinates (Å):
Sn -0.1932 0.0290 1.5581  1.242
C -2.3087 2.7493 1.4971  -0.024
C -0.9798 3.2265 0.9931  -0.272
C -0.8465 4.5791 0.6282  0.026
C 0.3618 5.0553 0.2247  0.055
C 1.4738 4.1882 0.2010  -0.127
C 2.7629 4.6432 -0.1857  0.063
C 3.8657 3.8073 -0.1663  -0.013
C 3.7138 2.5019 0.2499  -0.047
C 2.4458 1.9956 0.6338  -0.580
S 2.3801 0.4171 1.1756  0.837
C 1.2816 2.8571 0.5869  -0.215
N 0.0579 2.3862 0.9483  0.012
H -2.4397 3.0797 2.5308  0.117
H -2.4081 1.6742 1.4690  0.007
H -3.1179 3.1927 0.9188  0.102
H -1.7116 5.2273 0.6846  0.138
H 0.4861 6.0960 -0.0560  0.144
H 2.8710 5.6772 -0.4953  0.141
H 4.8402 4.1757 -0.4561  0.134
H 4.5711 1.8396 0.2959  0.125
C -8.1126 -0.2531 1.5830  -0.023
C -6.7988 -0.0946 0.8623  -0.241
C -5.6611 -0.7822 1.2871  -0.018
C -4.4405 -0.6196 0.6501  -0.078
C -4.3657 0.2442 -0.4321  -0.396
C -5.4718 0.9654 -0.8631  -0.055
C -6.6845 0.7772 -0.2204  -0.006
S -2.8478 0.5234 -1.2863  1.104
O -1.7440 0.1001 -0.3106  -0.759
C -2.9725 -0.6622 -2.6454  -0.299
C -3.0555 0.0023 -3.8819  -0.066
C -3.1416 -0.7172 -5.0382  0.021
C -3.1441 -2.1272 -5.0143  -0.132
C -3.1815 -2.8673 -6.2225  -0.002
C -3.2010 -4.2258 -6.2021  -0.028
C -3.1699 -4.9132 -4.9640  -0.030
C -3.1143 -4.2327 -3.7837  -0.018
C -3.1109 -2.8124 -3.7663  -0.095
C -3.0263 -2.0416 -2.5601  -0.139
C -2.9367 -2.7473 -1.2520  -0.077
C -4.0411 -3.4568 -0.7356  -0.126
C -5.3030 -3.3987 -1.3666  0.088
C -6.3864 -4.1202 -0.8610  0.025
C -6.2346 -4.9045 0.2716  0.021
C -5.0040 -4.9506 0.9332  0.083
C -3.9037 -4.2135 0.4562  -0.145
C -2.6879 -4.1973 1.1533  0.083
C -1.6058 -3.4572 0.6815  -0.026
C -1.7222 -2.7784 -0.5150  -0.272
S -0.3160 -1.8780 -1.1481  1.069
O 0.5149 -1.5551 0.1198  -0.713
C 0.5029 -3.1338 -2.0578  -0.376
C 0.5105 -4.4839 -1.7201  -0.044
C 1.1731 -5.3710 -2.5459  -0.005
C 1.8234 -4.9415 -3.7044  -0.226
C 2.5592 -5.9149 -4.5841  -0.019
C 1.7933 -3.5818 -4.0268  -0.007
C 1.1338 -2.6762 -3.2177  -0.062
H -8.1734 -1.2058 2.1067  0.083
H -8.9546 -0.1703 0.8976  0.091
H -8.2282 0.5369 2.3281  0.102
H -5.7329 -1.4449 2.1441  0.125
H -3.5540 -1.1325 1.0062  0.102
H -5.3906 1.6603 -1.6939  0.124
H -7.5560 1.3295 -0.5520  0.133
H -3.0523 1.0877 -3.9110  0.116
H -3.1967 -0.2089 -5.9946  0.137
H -3.1892 -2.3281 -7.1632  0.131
H -3.2421 -4.7858 -7.1286  0.125
H -3.1918 -5.9969 -4.9541  0.122
H -3.0727 -4.7955 -2.8586  0.117
H -5.4215 -2.7853 -2.2547  0.147
H -7.3489 -4.0708 -1.3567  0.137
H -7.0725 -5.4781 0.6484  0.137
H -4.8887 -5.5582 1.8243  0.144
H -2.5963 -4.7676 2.0726  0.147
H -0.6669 -3.4400 1.2203  0.131
H 0.0192 -4.8461 -0.8260  0.110
H 1.1887 -6.4241 -2.2889  0.129
H 2.3212 -6.9473 -4.3359  0.087
H 3.6370 -5.7826 -4.4638  0.103
H 2.3340 -5.7418 -5.6364  0.094
H 2.2937 -3.2341 -4.9250  0.133
H 1.1008 -1.6221 -3.4786  0.118

***

Record 3
Computed, not measured: 2 unconnected molecules or ions with the total composition C2H4ClN at a distorted geometry, with wB97M-V/def2-TZVPD.

Net charge: 0
HOMO: -0.4117 hartree
Orbital gap: 0.439 Eh
Energy relative to the best compared isomer or geometry (same formula, charge and spin): 1.453 eV

Each line ends with the natural charge from an NBO analysis.
Cartesian coordinates (Å):
C -0.2446 0.4638 1.4784  0.261
C 1.0544 -1.1272 -0.0403  -0.445
N 0.3001 -0.1943 0.7197  -0.522
Cl -4.0639 2.7372 0.9965  -0.285
H -2.8649 3.2018 1.3144  0.285
H 0.4038 -1.4167 -0.8815  0.231
H 1.4287 -2.0127 0.7448  0.243
H 1.8251 -0.4978 -0.5293  0.231

***

Record 4
Computed, not measured: 2 unconnected molecules or ions with the total composition C3H10NO2 at a distorted geometry, with wB97M-V/def2-TZVPD.

Net charge: -1
HOMO: -0.0969 hartree
Orbital gap: 0.248 Eh
Energy relative to the best compared isomer or geometry (same formula, charge and spin): 1.219 eV

Each line ends with the natural charge from an NBO analysis.
Cartesian coordinates (Å):
C 1.4467 -0.2200 -0.1971  -0.244
C 0.6047 1.0113 0.1760  -0.437
C -0.8684 0.9332 -0.3687  -0.015
O -1.3984 -0.2998 -0.4048  -0.976
N 1.7840 -0.2590 -1.6621  -0.859
H 2.4038 -0.2519 0.3228  0.150
H 0.7390 -1.0106 0.1147  0.209
H 1.0662 1.8768 -0.3391  0.165
H 0.7966 1.1732 1.2480  0.174
H -1.3180 1.7027 0.3348  0.073
H -0.7978 1.3987 -1.3630  0.076
H 2.2426 -1.1648 -1.7409  0.329
H 0.8494 -0.3233 -2.0519  0.365
H -2.5208 -2.1484 2.4979  0.445
H -2.6513 -1.1575 1.2642  0.512
O -2.3783 -1.2604 2.1693  -0.968

***

Record 5
Computed, not measured: 2 unconnected molecules or ions with the total composition C43H40N3OS at a distorted geometry, with wB97M-V/def2-TZVPD.

Net charge: +1
HOMO: -0.3360 hartree
Orbital gap: 0.167 Eh
Energy relative to the best compared isomer or geometry (same formula, charge and spin): 0.000 eV

Each line ends with the Löwdin charge.
Cartesian coordinates (Å):
C 1.8306 3.3378 3.7187  0.007
N 0.9106 2.8980 2.6818  -0.021
C -0.3031 3.5196 2.4669  -0.414
O -0.7976 4.4179 3.1139  0.103
C -0.8946 2.8976 1.2101  -0.135
C -1.1117 3.9547 0.1286  -0.077
C 0.1613 4.6599 -0.2220  -0.227
C 0.5954 5.7231 0.5543  -0.031
C 1.7621 6.3890 0.2499  -0.060
C 2.5228 5.9790 -0.8248  -0.079
C 2.1320 4.8888 -1.5742  -0.074
C 0.9595 4.2310 -1.2708  -0.050
N 0.0702 1.8524 0.7630  0.063
C 0.0341 1.2244 -0.4480  0.014
C 1.0164 0.3546 -0.8699  -0.037
C 1.1899 -0.0752 -2.1723  0.058
C 2.2430 -0.9477 -2.5868  -0.222
C 2.6364 -0.9850 -3.9382  -0.020
C 3.6716 -1.7876 -4.3499  -0.061
C 4.3304 -2.5958 -3.4390  -0.041
C 3.9505 -2.5936 -2.1079  -0.057
C 2.9307 -1.7786 -1.6790  -0.016
C 1.2484 1.8723 1.6764  -0.214
C 1.5331 0.5451 2.2853  -0.055
C 0.5925 -0.1520 2.9102  -0.012
C 0.7736 -1.4795 3.5030  -0.217
C -0.2063 -1.9934 4.3516  -0.051
C -0.0675 -3.2391 4.9236  -0.072
C 1.0541 -3.9968 4.6577  -0.073
C 2.0347 -3.5083 3.8192  -0.070
C 1.8974 -2.2636 3.2445  -0.034
H 1.3620 4.1171 4.3183  0.100
H 2.0923 2.5016 4.3652  0.092
H 2.7437 3.7282 3.2691  0.097
H -1.8380 2.4016 1.4723  0.166
H -1.5488 3.5062 -0.7703  0.120
H -1.8396 4.6911 0.4839  0.141
H 0.0224 6.0045 1.4212  0.114
H 2.0849 7.2147 0.8634  0.112
H 3.4334 6.5002 -1.0674  0.107
H 2.7495 4.5386 -2.3854  0.106
H 0.6638 3.3701 -1.8436  0.097
H -0.7560 1.4858 -1.1266  0.140
H 1.7554 0.0616 -0.1509  0.093
H 0.5423 0.3362 -2.9297  0.136
H 2.1339 -0.3464 -4.6451  0.124
H 3.9737 -1.7858 -5.3840  0.116
H 5.1333 -3.2337 -3.7688  0.116
H 4.4507 -3.2401 -1.4081  0.112
H 2.6331 -1.8007 -0.6461  0.108
H 2.1160 2.2325 1.1088  0.167
H 2.5297 0.1476 2.2064  0.110
H -0.3849 0.2910 2.9926  0.122
H -1.0830 -1.4047 4.5603  0.111
H -0.8327 -3.6197 5.5813  0.111
H 1.1704 -4.9666 5.1121  0.110
H 2.9119 -4.0995 3.6145  0.109
H 2.6614 -1.9007 2.5802  0.099
C -2.3542 -3.3187 1.2757  -0.004
N -2.8012 -2.3007 0.3261  -0.106
C -3.6463 -1.2366 0.7486  -0.229
C -3.9963 -0.3854 -0.3053  -0.453
C -4.7319 0.7589 -0.0660  -0.096
C -5.1408 1.0457 1.2227  -0.094
C -4.8229 0.1896 2.2681  -0.085
C -4.0761 -0.9469 2.0432  -0.025
S -3.3782 -1.0292 -1.8249  1.091
C -2.4659 -2.3012 -1.0269  -0.478
C -1.5528 -3.0854 -1.6700  -0.084
C -1.3196 -3.0565 -3.0985  -0.253
C -2.3459 -2.7820 -4.0130  -0.089
C -2.0986 -2.7550 -5.3645  -0.076
C -0.8210 -2.9814 -5.8409  -0.088
C 0.2071 -3.2519 -4.9580  -0.095
C -0.0385 -3.2998 -3.6064  -0.054
H -1.6722 -4.0221 0.8020  0.083
H -1.8488 -2.8470 2.1169  0.074
H -3.2187 -3.8657 1.6495  0.102
H -4.9773 1.4129 -0.8843  0.108
H -5.7044 1.9445 1.4183  0.106
H -5.1594 0.4190 3.2663  0.108
H -3.8214 -1.6044 2.8557  0.103
H -0.8860 -3.6889 -1.0808  0.096
H -3.3471 -2.6333 -3.6520  0.062
H -2.9056 -2.5772 -6.0566  0.108
H -0.6267 -2.9601 -6.9011  0.102
H 1.2050 -3.4275 -5.3256  0.098
H 0.7646 -3.4934 -2.9175  0.102

***

Record 6
Computed, not measured: a molecular structure, C18H17N3O2S2 at a distorted geometry, with wB97M-V/def2-TZVPD.

Net charge: 0
HOMO: -0.2771 hartree
Orbital gap: 0.268 Eh
Energy relative to the best compared isomer or geometry (same formula, charge and spin): 15.457 eV

Each line ends with the natural charge from an NBO analysis.
Cartesian coordinates (Å):
C 2.4088 0.3405 0.0154  -0.245
H 2.7117 1.0543 0.6296  0.175
O 1.2071 -0.4568 0.4157  -0.506
C 1.5702 -1.3622 1.4904  0.385
C 2.8756 -1.6150 2.0749  -0.338
C 2.9946 -2.3576 3.3371  -0.099
C 1.9991 -3.0681 3.8243  -0.109
C 0.5423 -3.1206 2.9995  -0.157
C 0.4245 -2.2593 1.9648  -0.089
C -0.7977 -2.0173 1.1762  -0.527
H -0.8492 -2.0046 0.2828  0.225
H -1.6289 -2.9290 1.5933  0.207
S -1.5109 -0.5174 1.4737  0.420
C -1.5239 0.4548 0.1461  -0.253
N -1.1468 -0.2457 -1.0702  -0.301
N -0.9583 0.7716 -1.9201  -0.336
C -1.1798 1.9754 -1.7833  0.367
N -1.2682 3.0461 -2.4814  -0.613
C -1.2360 3.0924 -3.9668  0.130
C -0.7323 2.0311 -4.5423  -0.260
C -0.5024 1.9796 -6.0069  -0.113
C -0.5915 3.3814 -6.4123  -0.182
C -1.0233 4.4844 -5.7979  -0.231
C -1.1626 4.4188 -4.3677  -0.203
H -1.7029 5.0085 -3.9951  0.170
H -1.0655 5.4376 -6.4111  0.235
H -0.2265 3.3862 -7.7582  0.174
H -0.3809 1.2250 -6.5497  0.191
H -0.5725 1.0290 -4.0510  0.273
H -1.5615 3.9565 -2.1020  0.416
S -1.8628 2.1218 0.0183  0.210
H -0.2728 -3.7202 3.2809  0.205
C 1.9699 -3.9984 4.8794  0.498
O 3.1960 -4.1743 5.3862  -0.588
C 0.8863 -4.8715 5.3360  -0.735
H 0.2955 -5.4179 4.6004  0.261
H -0.0696 -4.3060 5.5140  0.238
H 1.1753 -5.2352 6.3329  0.268
H 3.7880 -2.4390 3.8772  0.226
H 3.5697 -0.8670 2.1353  0.212
H 2.0825 0.9352 -0.8587  0.208
H 3.2802 -0.2580 -0.0622  0.191